Molecular formula: C24H23AsBrN4O4S4Tc
Method: DFT, the ωB97M-V functional and the def2-TZVPD basis

Summary:
HOMO, Eh: -0.4995
Relative energy (zero: lowest compared OMol25 entry of this formula, charge and spin), kcal per mole: 67.4
Gap between HOMO and LUMO, eV: 4.9
Calculated total energy, eV: -215817.22948
LUMO level, eV: -8.7220
Total charge: +2

The geometry in XYZ format:
```
62
Properties=species:S:1:pos:R:3:forces:R:3
Tc -14.10136 -9.85757 13.76051 -1.2679 0.4646 1.2972
C -12.60303 -10.13820 17.99490 -1.3634 2.2319 0.7444
C -13.26979 -9.78156 16.66346 0.6854 -0.3631 0.5367
N -13.05258 -10.37078 15.51684 -0.7921 0.9281 -0.3423
N -12.12611 -11.31904 15.29967 0.6139 -0.9376 0.9536
C -11.79493 -11.41145 14.04381 -1.8123 3.1194 -0.6644
O -12.33546 -10.55825 13.14409 0.2879 -0.7053 0.7917
C -10.83058 -12.32196 13.56401 1.0032 -1.0115 0.0165
C -10.51111 -13.39606 14.36919 2.3378 -1.9772 0.6840
C -9.42625 -14.22488 13.96247 -1.6391 0.3830 -0.0388
C -8.80466 -14.00120 12.74519 1.7708 -2.3874 -0.1149
C -9.14368 -12.97988 11.89749 -1.2839 0.9053 1.0198
C -10.15420 -12.12671 12.36587 0.5640 0.4238 -1.4087
C -14.06232 -8.54470 16.50288 0.9267 -0.7476 -0.0705
C -14.53913 -7.75650 17.54148 -0.9621 0.0944 0.2422
C -15.26428 -6.59829 17.26912 0.9869 -1.6347 -1.2214
C -15.42769 -6.25070 15.95784 0.6105 -0.4120 -0.3224
C -14.89636 -7.07798 14.97593 0.1237 0.5190 -2.1029
N -14.20091 -8.19900 15.18520 -0.6957 0.0467 1.4702
H -13.27359 -10.63246 18.71326 -0.1602 -0.2336 -0.6001
H -12.36765 -9.18497 18.59417 0.0128 -1.2042 -1.2646
H -11.74431 -10.73337 17.87465 1.0507 -0.6422 -0.2893
H -10.91747 -13.60461 15.36913 -0.2463 0.4315 -0.6944
H -9.15108 -15.13989 14.48354 -0.0894 0.4578 0.3075
H -8.01350 -14.77434 12.49130 -0.9190 1.2803 0.0202
H -8.68204 -12.79764 10.94561 0.2115 -0.0297 -0.1278
H -10.35574 -11.25252 11.75200 -0.3181 -0.0739 0.2256
H -14.60259 -8.08264 18.56863 0.7314 -0.3961 0.0259
H -15.80004 -6.07529 17.98868 -0.4604 0.8800 1.4997
H -15.99993 -5.37737 15.77153 -0.3072 0.5526 -0.8188
H -15.00527 -6.91275 13.89000 -0.2364 0.4657 0.7578
S -19.21698 -13.15074 15.22840 -0.0673 1.9666 -0.5897
As -19.28163 -11.15077 14.64354 -0.7405 -1.9488 1.0121
S -16.30384 -9.73989 14.40332 -0.3077 -0.1288 0.1988
S -17.33230 -8.99167 15.87191 0.6417 -0.5862 -0.7708
S -17.33519 -11.13588 13.42918 0.6167 -0.0715 -0.4811
Br -12.12572 -7.46268 5.90569 -0.3948 0.0771 0.8834
C -12.88424 -7.83574 7.62350 0.8429 1.7078 0.7239
C -12.60964 -7.02116 8.76451 -0.1959 -1.1412 -0.4072
C -13.01616 -7.42653 10.03164 -0.0654 -0.5955 -1.7384
C -13.74363 -8.59964 10.18525 -1.3582 -0.9497 -2.1279
C -14.09227 -9.38871 9.00201 -0.2241 1.3227 1.7351
C -13.68052 -8.94510 7.74517 -0.4666 -1.8035 0.2478
C -14.22315 -8.92697 11.50975 1.1821 -1.7230 -0.9612
O -13.80207 -8.25440 12.50405 -0.3241 -0.1213 1.0504
O -14.81299 -10.04869 11.83133 0.3160 1.2503 -0.3201
H -12.04484 -6.11760 8.72926 0.3885 0.3762 -0.5223
H -12.71289 -6.87681 10.87391 0.1698 0.7599 0.9069
H -14.76146 -10.25215 9.15609 0.5719 0.4365 -0.3513
H -13.90204 -9.53885 6.84779 -0.0004 0.2898 0.5168
C -14.03535 -14.52485 14.42034 0.3439 -0.4845 -0.2390
N -13.88767 -13.99437 13.07632 -0.4255 0.4034 0.2044
C -13.55468 -14.88961 12.00668 -0.2011 -1.4751 -0.1021
C -14.15258 -12.74589 12.79240 1.0657 -0.3633 -0.6327
O -14.42843 -11.93460 13.70100 -0.6238 1.2573 0.8601
H -14.29851 -13.75071 15.07732 -0.4429 1.0776 0.7944
H -13.10826 -14.93448 14.78296 0.5417 -0.2074 -0.1523
H -14.77833 -15.30322 14.48598 -0.3609 -0.2652 -0.3349
H -12.85936 -15.65196 12.38786 -0.5298 0.0090 0.0267
H -12.94968 -14.37546 11.28094 -0.2676 0.2993 -0.6744
H -14.50167 -15.35369 11.62601 1.1340 0.2242 -0.0425
H -14.02629 -12.45040 11.72465 -0.1817 -0.0210 0.7753
```
Positions in Å, forces in eV/Å.